# 1
Formula: C24H23Cl2Ge2I2NO5PtSe
Source: OMol25
Level of theory: wB97M-V/def2-TZVPD

Results
Gap between HOMO and LUMO (spin up / spin down) (eV): 6.75 / 6.42
<S²>: 0.79

Geometry as ORCA input:
```
! RIJCOSX wB97M-V def2-TZVPD def2/J DEFGRID3
* xyz -1 2
Pt -0.767 -1.418 -0.915
Cl -0.477 -6.314 -2.089
C 0.571 -5.382 -1.070
C 1.592 -6.031 -0.378
C 2.463 -5.322 0.401
Cl 3.759 -6.157 1.223
C 2.332 -3.923 0.530
C 3.235 -3.104 1.237
C 3.049 -1.758 1.249
C 1.922 -1.179 0.628
N 1.034 -1.925 -0.009
C 1.258 -3.285 -0.123
C 0.362 -4.002 -0.993
O -0.538 -3.382 -1.662
H 1.699 -7.102 -0.479
H 4.082 -3.553 1.737
H 3.755 -1.106 1.743
H 0.712 0.496 0.906
O -1.533 2.112 -0.937
Se -3.913 -0.422 -1.485
O -4.993 -1.549 -1.071
O -3.328 0.127 0.105
O -2.476 -1.252 -1.956
C -0.482 0.443 3.591
Ge -1.383 1.605 2.291
C -0.411 3.305 2.163
C -3.222 1.917 2.879
Ge -1.521 0.580 0.078
C 1.768 0.332 0.640
C 2.594 1.034 1.674
C 3.319 2.143 1.389
C 3.394 2.662 0.077
C 2.720 1.996 -0.971
C 1.970 0.891 -0.739
C -1.641 2.264 -2.276
C -1.097 1.372 -3.199
C -1.232 1.612 -4.558
C -1.895 2.739 -5.022
C -2.436 3.628 -4.102
C -2.314 3.394 -2.742
H -0.422 0.940 4.561
H 0.530 0.202 3.266
H -1.037 -0.489 3.705
H -0.237 3.724 3.156
H -0.988 4.016 1.572
H 0.552 3.157 1.672
H -3.234 2.561 3.760
H -3.698 0.967 3.121
H -3.791 2.387 2.078
H 2.553 0.661 2.690
H 3.856 2.644 2.187
H 3.976 3.550 -0.126
H 2.801 2.374 -1.982
H 1.450 0.386 -1.542
H -0.609 0.474 -2.844
H -0.818 0.899 -5.261
H -1.999 2.917 -6.085
H -2.965 4.509 -4.445
H -2.739 4.073 -2.014
I -3.012 -2.201 1.663
I -2.098 -4.239 3.104
*
```

Now the Mulliken charges, all in e: number 1, Pt, carries 0.77; number 2, Cl, carries -0.24; number 3, C, carries 0.42; number 4, C, carries -0.55; number 5, C, carries 0.56; number 6, Cl, carries -0.29; number 7, C, carries 0.38; number 8, C, carries -1.28; number 9, C, carries -0.97; number 10, C, carries 0.66; number 11, N, carries 0.02; number 12, C, carries -0.21; number 13, C, carries 0.35; number 14, O, carries -0.96; number 15, H, carries 0.44; number 16, H, carries 0.41; number 17, H, carries 0.53; number 18, H, carries -3.14; number 19, O, carries -0.46; number 20, Se, carries 0.73; number 21, O, carries -0.68; number 22, O, carries -0.58; number 23, O, carries -0.70; number 24, C, carries -0.97; number 25, Ge, carries 0.61; number 26, C, carries -1.15; number 27, C, carries -1.20; number 28, Ge, carries 0.78; number 29, C, carries 4.08; number 30, C, carries -0.90; number 31, C, carries -0.76; number 32, C, carries -0.68; number 33, C, carries -0.45; number 34, C, carries -0.61; number 35, C, carries 0.15; number 36, C, carries 0.55; number 37, C, carries -0.92; number 38, C, carries -0.53; number 39, C, carries -0.44; number 40, C, carries -0.50; number 41, H, carries 0.42; number 42, H, carries 0.16; number 43, H, carries 0.29; number 44, H, carries 0.43; number 45, H, carries 0.34; number 46, H, carries 0.26; number 47, H, carries 0.44; number 48, H, carries 0.33; number 49, H, carries 0.35; number 50, H, carries 0.43; number 51, H, carries 0.40; number 52, H, carries 0.38; number 53, H, carries 0.44; number 54, H, carries 0.23; number 55, H, carries 0.17; number 56, H, carries 0.39; number 57, H, carries 0.37; number 58, H, carries 0.37; number 59, H, carries 0.38; number 60, I, carries 0.38; number 61, I, carries -0.26

=====

# 2
Formula: C13H18F5I2IrOP2
Source: OMol25
Level of theory: wB97M-V/def2-TZVPD

Results
Gap between HOMO and LUMO (spin up / spin down) (eV): 8.48 / 5.34
<S²>: 8.79

Geometry as ORCA input:
```
! RIJCOSX wB97M-V def2-TZVPD def2/J DEFGRID3
* xyz 3 6
I -3.782 1.388 -1.891
I -0.758 -2.574 -0.310
Ir -0.878 -0.077 -0.316
P 0.055 -0.233 -2.393
C -1.225 -0.692 -3.688
C 0.718 1.376 -2.890
H 1.155 1.339 -3.887
H 1.905 -1.386 -3.551
H 1.478 1.659 -2.155
H 2.143 -1.306 -1.789
H -2.024 0.065 -3.659
H -0.091 2.101 -2.850
C 1.413 -1.472 -2.580
H -0.732 -0.704 -4.701
H 1.026 -2.487 -2.463
H -1.638 -1.687 -3.463
P -1.481 -0.199 1.863
C -3.290 -0.655 2.084
C -0.572 -1.435 2.887
H -0.241 1.703 2.577
H -1.601 1.399 3.695
H -1.888 2.132 2.093
C -1.295 1.415 2.653
H 0.497 -1.277 2.764
H -0.823 -1.341 3.950
H -3.543 -0.664 3.183
H -3.480 -1.648 1.657
H -0.798 -2.452 2.562
H -3.899 0.103 1.576
C -2.754 -0.427 -0.823
O -3.702 -1.197 -0.991
F 0.716 2.762 0.236
C 1.562 1.694 0.549
C 1.180 0.346 0.411
C 2.170 -0.578 0.787
F 2.078 -1.918 0.765
C 3.427 -0.181 1.247
F 4.334 -1.094 1.588
C 3.772 1.144 1.364
F 4.969 1.550 1.801
C 2.813 2.092 1.007
F 3.085 3.416 1.098
*
```

Now the Mulliken charges, all in e: number 1, I, carries 0.42; number 2, I, carries 0.41; number 3, Ir, carries 0.74; number 4, P, carries 0.07; number 5, C, carries -0.88; number 6, C, carries -1.06; number 7, H, carries 0.49; number 8, H, carries 0.47; number 9, H, carries 0.25; number 10, H, carries 0.25; number 11, H, carries 0.22; number 12, H, carries 0.37; number 13, C, carries -1.05; number 14, H, carries 0.46; number 15, H, carries 0.46; number 16, H, carries 0.34; number 17, P, carries 0.14; number 18, C, carries -1.13; number 19, C, carries -1.05; number 20, H, carries 0.25; number 21, H, carries 0.49; number 22, H, carries 0.40; number 23, C, carries -1.08; number 24, H, carries 0.24; number 25, H, carries 0.47; number 26, H, carries 0.46; number 27, H, carries 0.35; number 28, H, carries 0.44; number 29, H, carries 0.39; number 30, C, carries 0.24; number 31, O, carries -0.30; number 32, F, carries -0.28; number 33, C, carries 0.42; number 34, C, carries -0.34; number 35, C, carries 0.14; number 36, F, carries -0.32; number 37, C, carries 0.57; number 38, F, carries -0.17; number 39, C, carries 0.51; number 40, F, carries -0.20; number 41, C, carries 0.57; number 42, F, carries -0.17

=====

# 3
Formula: C4H11N2S
Source: OMol25
Level of theory: wB97M-V/def2-TZVPD

Results
Gap between HOMO and LUMO (eV): 6.29

Geometry as ORCA input:
```
! RIJCOSX wB97M-V def2-TZVPD def2/J DEFGRID3
* xyz -1 1
C 1.583 0.042 1.922
C -0.728 0.600 2.297
N 0.330 -0.039 2.681
H 2.297 0.806 2.397
H 1.487 0.345 0.874
H 2.097 -0.955 1.882
H -1.525 0.723 3.040
H -0.893 1.204 1.380
C -0.455 -0.487 -0.948
C -0.974 -0.857 -2.319
S 0.365 -0.674 -3.532
N 0.261 0.800 -0.914
H 0.304 -1.250 -0.668
H -1.311 -0.447 -0.233
H -1.836 -0.196 -2.593
H -1.373 -1.872 -2.280
H -0.417 1.533 -1.155
H 0.787 0.725 -1.831
*
```

Now the Mulliken charges, all in e: number 1, C, carries -0.54; number 2, C, carries -0.20; number 3, N, carries -0.47; number 4, H, carries 0.25; number 5, H, carries 0.24; number 6, H, carries 0.23; number 7, H, carries 0.28; number 8, H, carries 0.26; number 9, C, carries -0.47; number 10, C, carries -0.70; number 11, S, carries -0.71; number 12, N, carries -0.58; number 13, H, carries 0.21; number 14, H, carries 0.25; number 15, H, carries 0.24; number 16, H, carries 0.30; number 17, H, carries 0.24; number 18, H, carries 0.18

=====

# 4
Formula: C14H28Cl2CsFLiNO12P3S
Source: OMol25
Level of theory: wB97M-V/def2-TZVPD

Results
Gap between HOMO and LUMO (eV): 1.69

Geometry as ORCA input:
```
! RIJCOSX wB97M-V def2-TZVPD def2/J DEFGRID3
* xyz -1 1
O 0.775 4.727 3.332
P 0.438 3.461 2.765
O -0.548 2.698 3.854
C 0.118 1.692 4.612
C 0.101 0.281 3.858
C -1.118 -0.624 4.301
F -2.182 -0.232 3.536
O 1.793 2.582 2.502
C 2.180 2.512 1.088
C 1.306 1.550 0.197
C 1.753 0.015 0.215
C 0.757 -0.680 -0.770
S -0.289 -1.982 -0.007
O -1.386 -1.353 0.729
O -0.867 -2.699 -1.143
Cl 0.931 -3.323 1.345
O -0.381 3.713 1.402
P -2.054 3.782 1.566
O -2.495 2.245 1.749
Cl -2.725 4.135 -0.392
H -0.432 1.555 5.534
H 1.154 2.023 4.929
H 1.112 -0.243 4.073
H 0.018 0.423 2.727
H -0.910 -1.686 4.228
H -1.391 -0.420 5.335
H 2.228 3.485 0.609
H 3.190 2.119 1.056
H 1.391 1.875 -0.834
H 0.258 1.542 0.479
H 2.783 -0.116 -0.098
H 1.688 -0.385 1.278
H 1.301 -1.021 -1.644
H 0.043 0.074 -1.128
H -3.000 2.159 2.565
Cs 2.364 -0.556 3.302
C -4.627 2.640 -4.842
C -4.601 3.231 -3.437
C -3.193 3.628 -2.977
C -2.311 2.462 -2.949
N -1.631 1.570 -2.926
H -4.050 1.715 -4.901
H -5.649 2.402 -5.135
H -4.220 3.343 -5.572
H -5.024 2.508 -2.737
H -5.239 4.115 -3.409
H -3.227 4.057 -1.975
H -2.765 4.373 -3.649
O 5.936 -6.144 5.566
P 5.876 -4.857 4.749
O 6.918 -4.940 3.636
O 6.150 -3.669 5.675
O 4.502 -4.657 4.113
Li -1.974 -0.424 -3.279
C 0.841 -5.536 -3.627
C 1.387 -4.148 -3.848
O 1.896 -3.529 -2.953
C 1.265 -3.571 -5.240
H 0.994 -5.820 -2.589
H -0.229 -5.552 -3.843
H 1.361 -6.249 -4.270
H 0.213 -3.506 -5.525
H 1.803 -4.198 -5.953
H 1.695 -2.572 -5.255
*
```

Now the Mulliken charges, all in e: number 1, O, carries -0.71; number 2, P, carries 0.83; number 3, O, carries -0.21; number 4, C, carries -0.56; number 5, C, carries -0.82; number 6, C, carries -0.55; number 7, F, carries -0.24; number 8, O, carries -0.28; number 9, C, carries -1.04; number 10, C, carries -0.14; number 11, C, carries 1.42; number 12, C, carries -0.55; number 13, S, carries 0.84; number 14, O, carries -0.58; number 15, O, carries -0.52; number 16, Cl, carries -0.56; number 17, O, carries -0.06; number 18, P, carries 0.07; number 19, O, carries -0.32; number 20, Cl, carries -0.12; number 21, H, carries 0.43; number 22, H, carries 0.30; number 23, H, carries 2.16; number 24, H, carries -1.06; number 25, H, carries 0.25; number 26, H, carries 0.38; number 27, H, carries 0.31; number 28, H, carries 0.48; number 29, H, carries 0.56; number 30, H, carries 0.14; number 31, H, carries 0.72; number 32, H, carries -1.91; number 33, H, carries 0.23; number 34, H, carries -0.20; number 35, H, carries 0.34; number 36, Cs, carries 0.68; number 37, C, carries -1.10; number 38, C, carries -0.53; number 39, C, carries 0.05; number 40, C, carries 0.19; number 41, N, carries -0.28; number 42, H, carries 0.24; number 43, H, carries 0.36; number 44, H, carries 0.30; number 45, H, carries 0.34; number 46, H, carries 0.36; number 47, H, carries -0.22; number 48, H, carries 0.36; number 49, O, carries -0.53; number 50, P, carries 0.82; number 51, O, carries -0.50; number 52, O, carries -0.53; number 53, O, carries -0.38; number 54, Li, carries 0.32; number 55, C, carries -1.19; number 56, C, carries 0.94; number 57, O, carries -0.51; number 58, C, carries -1.14; number 59, H, carries 0.28; number 60, H, carries 0.32; number 61, H, carries 0.38; number 62, H, carries 0.29; number 63, H, carries 0.33; number 64, H, carries 0.30